# 1
The molecule C3H8N2O. Source: the Open Molecules 2025 dataset; level of theory: ωB97M-V/def2-TZVPD.

## Properties
E (eV): -8266.89470
HOMO level (eV): -9.17
Net charge: 0
M (g/mol): 88.11

Positions of all 14 atoms, in Å:
C 0.6998 0.3016 0.0334
C -0.1537 -0.8711 -0.1846
C -1.5733 -0.4399 0.1711
H 2.3205 -1.0639 -0.3680
H 2.7721 0.6979 0.0551
H 0.8494 2.3227 0.2077
H -0.0737 -1.2124 -1.2305
H 0.1081 -1.7614 0.5750
H -2.3844 -1.1273 -0.1745
H -1.5149 -0.5618 1.3209
H -1.3317 1.4457 -0.1215
N 2.0315 -0.0033 -0.0357
N 0.2325 1.4792 -0.0069
O -1.9823 0.7941 -0.2414

Computed natural (NBO) charges, given in elementary charges: C 0.46; C -0.50; C -0.04; H 0.41; H 0.40; H 0.36; H 0.23; H 0.22; H 0.18; H 0.12; H 0.49; N -0.83; N -0.77; O -0.74

---

# 2
A cluster of 2 separate species, C3H8N2O in total. Source: the Open Molecules 2025 dataset; level of theory: ωB97M-V/def2-TZVPD.

## Properties
E (eV): -8267.57458
HOMO level (eV): -9.37
Net charge: 0
M (g/mol): 88.11

Positions of all 14 atoms, in Å:
O 0.4446 3.5559 -1.2517
C 0.6634 2.3773 -1.3335
C -0.0277 1.5083 -2.3500
H 1.3935 1.8949 -0.6600
H -0.9558 1.0968 -1.9550
H -0.3207 2.1659 -3.1541
H 0.5297 0.6039 -2.5573
N -1.1021 -1.4819 1.5196
C 0.1259 -1.8648 1.9787
N 0.3118 -3.0173 2.4755
H -1.3224 -0.5388 1.2519
H -1.8656 -2.1352 1.5073
H 0.8546 -1.0940 1.7259
H 1.2708 -3.0711 2.8028

Computed natural (NBO) charges, given in elementary charges: O -0.52; C 0.44; C -0.73; H 0.10; H 0.24; H 0.24; H 0.23; N -0.82; C 0.27; N -0.72; H 0.39; H 0.40; H 0.14; H 0.34

---

# 3
A cluster of 2 separate species, C3H8N2O in total. Source: the Open Molecules 2025 dataset; level of theory: ωB97M-V/def2-TZVPD.

## Properties
E (eV): -8267.04224
HOMO level (eV): -9.93
Net charge: 0
M (g/mol): 88.11

Positions of all 14 atoms, in Å:
O -0.5105 -1.2511 -3.7049
C -0.1764 -1.5937 -2.5944
C 1.2570 -1.6400 -2.0899
H -1.0138 -1.7248 -1.8575
H 1.7975 -2.4550 -2.5599
H 1.2229 -1.6983 -0.9948
H 1.9208 -0.7897 -2.0592
N -0.5743 2.0784 1.2908
C -0.6400 1.6784 2.6131
N 0.1175 0.7193 2.9845
H -1.4298 2.6200 1.0709
H -0.6923 1.2623 0.7078
H -1.3621 2.2790 3.2168
H 0.0836 0.5154 3.9766

Computed natural (NBO) charges, given in elementary charges: O -0.51; C 0.43; C -0.75; H 0.11; H 0.24; H 0.22; H 0.25; N -0.80; C 0.27; N -0.69; H 0.36; H 0.38; H 0.14; H 0.34

---

# 4
The molecule C3H8N2O. Source: the Open Molecules 2025 dataset; level of theory: ωB97M-V/def2-TZVPD.

## Properties
E (eV): -8265.89412
HOMO level (eV): -8.05
Net charge: 0
M (g/mol): 88.11

Positions of all 14 atoms, in Å:
C -0.8130 -0.7982 0.9222
C -0.3944 0.0481 -0.2395
N 0.2808 -1.2648 -2.0368
N 0.6359 1.9038 0.9833
C 0.2078 1.2430 -0.1400
O -0.7818 -0.4372 -1.4811
H -0.0466 -2.1961 -1.7855
H 1.0990 -1.0669 -1.4623
H 1.4324 2.5172 0.8237
H 0.7486 1.3173 1.8059
H 0.4095 1.8048 -1.0526
H -1.0274 -0.1966 1.8111
H -1.7244 -1.3566 0.6835
H -0.0262 -1.5180 1.1682

Computed natural (NBO) charges, given in elementary charges: C -0.68; C 0.16; N -0.50; N -0.81; C -0.04; O -0.41; H 0.33; H 0.33; H 0.38; H 0.37; H 0.20; H 0.21; H 0.23; H 0.21

---

# 5
The molecule C3H8N2O. Source: the Open Molecules 2025 dataset; level of theory: ωB97M-V/def2-TZVPD.

## Properties
E (eV): -8265.66192
HOMO level (eV): -8.94
Net charge: 0
M (g/mol): 88.11

Positions of all 14 atoms, in Å:
C 2.3619 -0.1179 -0.0957
C 0.1380 0.1118 -0.0690
C -1.0282 1.0862 0.0406
H 2.3395 -1.1081 -0.6170
H 2.5323 -0.5871 0.9509
H 3.3471 0.1749 -0.3869
H -0.1202 -0.5708 -0.8408
H 0.0927 -0.4934 0.9085
H -0.7913 2.1605 0.1366
H -1.8697 -1.0624 0.3534
H -3.5205 -0.6810 0.0385
N -2.2456 0.8235 -0.1484
N -2.5481 -0.5650 -0.1430
O 1.3119 0.8287 -0.1276

Computed natural (NBO) charges, given in elementary charges: C -0.28; C -0.14; C 0.02; H 0.18; H 0.16; H 0.20; H 0.19; H 0.16; H 0.20; H 0.34; H 0.38; N -0.23; N -0.68; O -0.50

---

# 6
The molecule C3H8N2O. Source: the Open Molecules 2025 dataset; level of theory: ωB97M-V/def2-TZVPD.

## Properties
E (eV): -8268.84304
HOMO level (eV): -9.70
Net charge: 0
M (g/mol): 88.11

Positions of all 14 atoms, in Å:
N -0.6860 0.8805 0.9777
C -0.2005 -0.3275 0.2983
C 1.0378 -0.9407 0.9596
C -0.0945 -0.1749 -1.2037
N -0.8421 0.8582 -1.7200
O 0.7416 -0.7253 -1.8863
H -0.4952 0.7862 1.9666
H -0.1890 1.6891 0.6234
H -0.9615 -1.1081 0.4674
H 1.8703 -0.2339 0.9566
H 1.2984 -1.9046 0.5327
H 0.8373 -1.0794 2.0242
H -0.5969 1.1222 -2.6621
H -1.7198 1.1583 -1.3343

Computed natural (NBO) charges, given in elementary charges: N -0.83; C -0.15; C -0.61; C 0.67; N -0.84; O -0.60; H 0.36; H 0.36; H 0.20; H 0.21; H 0.23; H 0.20; H 0.40; H 0.41

---

# 7
The ion C3H8N2O with charge +1. Source: the Open Molecules 2025 dataset; level of theory: ωB97M-V/def2-TZVPD.

## Properties
Multiplicity: 2
E (eV): -8257.95377
HOMO level (spin up / spin down) (eV): -14.89 / -14.86
Net charge: +1
M (g/mol): 88.11
<S²>: 0.755

Positions of all 14 atoms, in Å:
O -1.0081 -1.6361 2.5486
C -1.1309 -0.8036 1.7050
C 0.0753 0.0563 1.3617
N 0.1593 0.6795 0.0638
C 0.0641 -0.1589 -1.1084
N 0.7173 0.3697 -2.3008
H -2.0705 -0.5983 1.1651
H 0.1174 0.8528 2.1282
H 1.0598 -0.3685 1.6331
H 1.0692 1.1461 -0.0103
H -0.9652 -0.3623 -1.4193
H 0.5128 -1.1627 -0.9911
H 0.0449 0.9089 -2.8424
H 1.3549 1.0771 -1.9334

Computed natural (NBO) charges, given in elementary charges: O -0.41; C 0.40; C -0.40; N -0.18; C -0.16; N -0.70; H 0.15; H 0.30; H 0.30; H 0.41; H 0.27; H 0.30; H 0.39; H 0.35

---

# 8
A cluster of 2 separate species, C3H8N2O2 in total. Source: the Open Molecules 2025 dataset; level of theory: ωB97M-V/def2-TZVPD.

## Properties
Multiplicity: 2
E (eV): -10315.86872
HOMO level (spin up / spin down) (eV): -0.46 / -4.43
Net charge: -1
M (g/mol): 104.11
<S²>: 0.753

Positions of all 15 atoms, in Å:
O -1.0002 0.4076 -1.1719
C 0.1298 0.4308 -1.7555
O 1.2234 0.0978 -1.2857
C 0.0796 0.9376 -3.2054
H 0.7461 0.3390 -3.8302
H -0.9399 0.9073 -3.5705
H 0.4912 1.9468 -3.2533
N -0.7867 -0.1307 1.3921
C 0.2627 -0.8320 1.9500
N 0.2748 -1.0786 3.3450
H -1.4804 0.2255 2.0270
H -0.8678 0.0829 0.3627
H 0.9281 -1.3896 1.3200
H 1.0672 -1.5575 3.7223
H -0.1280 -0.3868 3.9535

Computed natural (NBO) charges, given in elementary charges: O -0.80; C 0.77; O -0.75; C -0.73; H 0.20; H 0.20; H 0.20; N -0.88; C 0.02; N -0.88; H 0.34; H 0.45; H 0.17; H 0.36; H 0.34

---

# 9
The molecule C3H8N2O2. Source: the Open Molecules 2025 dataset; level of theory: ωB97M-V/def2-TZVPD.

## Properties
E (eV): -10315.98308
HOMO level (eV): -9.09
Net charge: 0
M (g/mol): 104.11

Positions of all 15 atoms, in Å:
O -0.1755 -0.2763 2.2945
C -0.7305 -0.1616 1.2141
N -1.6328 0.8325 0.9814
C -0.5295 -1.1089 0.0354
N 0.7383 -0.9734 -0.6440
C 1.0290 0.3031 -1.2280
O 1.3225 1.3525 -0.3221
H -1.8087 1.5141 1.6939
H -1.8350 1.0770 0.0295
H -1.3626 -0.9792 -0.6630
H -0.6851 -2.1457 0.3332
H 1.5241 -1.4405 -0.2557
H 0.2023 0.7119 -1.8048
H 1.8863 0.1488 -1.8973
H 2.0571 1.1458 0.2329

Computed natural (NBO) charges, given in elementary charges: O -0.62; C 0.66; N -0.82; C -0.32; N -0.64; C 0.08; O -0.74; H 0.40; H 0.39; H 0.19; H 0.23; H 0.38; H 0.17; H 0.16; H 0.47

---

# 10
A cluster of 2 separate species, C3H8N2O2 in total. Source: the Open Molecules 2025 dataset; level of theory: ωB97M-V/def2-TZVPD.

## Properties
E (eV): -10314.70160
HOMO level (eV): -8.93
Net charge: 0
M (g/mol): 104.11

Positions of all 15 atoms, in Å:
C 1.4588 0.4511 -1.1820
C 0.7491 -0.7742 0.8666
C -0.2763 0.1725 0.6565
H -3.4481 0.9170 2.0198
H -3.5053 -0.5670 1.4988
H 1.1573 -0.9106 -2.6197
H 2.3564 0.3076 -2.9376
H 0.5704 -1.8313 0.9206
H 1.5533 -0.4342 1.4846
H -0.0504 1.1717 1.0733
H -1.3375 0.0813 0.4835
N 1.7160 -0.1365 -2.3667
N 0.4862 -0.2512 -0.4526
O -3.3335 0.3341 1.2365
O 1.9035 1.4697 -0.6816

Computed natural (NBO) charges, given in elementary charges: C 0.78; C -0.23; C -0.24; H 0.48; H 0.47; H 0.41; H 0.40; H 0.19; H 0.20; H 0.19; H 0.24; N -0.81; N -0.51; O -0.95; O -0.63